# BrClI2Si

A structure of composition BrClI2Si (the ωB97M-V functional and the def2-TZVPD basis, OMol25).

Geometry as ORCA input:
```
! RIJCOSX wB97M-V def2-TZVPD def2/J DEFGRID3
* xyz 0 3
Si 1.10159 0.15118 0.86316
Cl -2.32746 1.44582 -2.30767
Br 1.91817 -1.40906 -0.45980
I -0.81689 1.40809 -0.59837
I 0.12459 -1.59602 2.50268
*
```

As for the total energy: -106642.983 eV. The relative energy (zero: lowest compared OMol25 entry of this formula, charge and spin) comes out at 1.751 eV. Its expectation value of S² is 2.012. The molar mass comes out at 397.3 u.